Below is C37H51Cl3N5PS2Ti as an isolated structure in a non-equilibrium geometry, with properties calculated with ωB97M-V/def2-TZVPD.

Properties
**Max |F|**: 1.099 eV/A
**E_HOMO**: -19.088 eV
**Net charge**: +4
**Energy**: -138251.4620 eV
**Kohn-Sham gap**: 5.99 eV
**LUMO**: -13.10 eV
**Multiplicity**: 1

Geometry (Å):
Ti  -0.080  0.147  0.167
C  5.255  -0.420  -4.058
C  5.124  0.623  -2.959
C  6.430  0.713  -2.125
C  4.020  0.393  -1.981
C  3.424  -0.870  -1.809
C  2.499  -1.115  -0.832
C  1.988  -2.523  -0.670
C  2.975  -3.397  0.123
C  1.679  -3.184  -2.012
C  2.085  -0.041  0.106
C  2.651  1.304  -0.204
C  3.588  1.464  -1.175
C  2.222  2.498  0.615
C  3.180  2.752  1.799
C  2.150  3.777  -0.213
C  2.601  -0.404  1.542
C  3.971  -0.632  1.595
C  4.614  -0.898  2.791
C  3.884  -0.950  3.973
C  2.519  -0.729  3.936
C  1.858  -0.436  2.732
P  0.058  -0.246  2.740
C  -0.487  1.149  3.886
C  -2.009  1.185  4.054
C  0.157  1.046  5.287
C  0.005  2.457  3.282
C  -0.717  -1.894  3.213
C  0.175  -3.023  2.685
C  -0.795  -2.086  4.742
C  -2.139  -1.978  2.648
H  6.027  -0.105  -4.758
H  4.333  -0.548  -4.626
H  5.568  -1.388  -3.662
H  4.949  1.610  -3.400
H  6.655  -0.251  -1.664
H  6.384  1.478  -1.350
H  7.250  0.962  -2.797
H  3.744  -1.676  -2.455
H  1.066  -2.461  -0.078
H  3.923  -3.471  -0.413
H  2.572  -4.406  0.223
H  3.174  -3.007  1.119
H  2.597  -3.416  -2.550
H  1.075  -2.554  -2.667
H  1.179  -4.139  -1.857
H  4.035  2.435  -1.351
H  1.221  2.269  1.044
H  4.168  3.005  1.412
H  3.285  1.894  2.457
H  2.834  3.605  2.385
H  3.152  4.108  -0.481
H  1.711  4.581  0.374
H  1.593  3.655  -1.141
H  4.559  -0.594  0.682
H  5.684  -1.065  2.801
H  4.375  -1.168  4.912
H  1.963  -0.796  4.861
H  -2.387  0.336  4.617
H  -2.554  1.263  3.114
H  -2.242  2.077  4.638
H  -0.092  0.136  5.824
H  -0.250  1.879  5.864
H  1.237  1.184  5.263
H  -0.442  2.631  2.300
H  1.091  2.485  3.179
H  -0.292  3.282  3.931
H  1.086  -3.123  3.274
H  0.508  -2.894  1.654
H  -0.371  -3.966  2.767
H  0.178  -2.039  5.228
H  -1.181  -3.095  4.910
H  -1.480  -1.399  5.229
H  -2.793  -1.215  3.066
H  -2.556  -2.950  2.919
H  -2.193  -1.879  1.559
N  -0.835  3.816  -0.106
C  -0.838  2.986  -1.139
N  -0.658  1.645  -1.054
C  -0.967  1.051  -2.306
C  -1.161  1.927  -3.304
S  -1.103  3.553  -2.735
C  -1.208  -0.382  -2.324
C  -1.749  -1.096  -3.323
S  -2.026  -2.732  -2.855
C  -1.382  -2.403  -1.303
N  -0.948  -1.125  -1.134
N  -1.344  -3.351  -0.379
H  -0.980  4.807  -0.248
H  -1.005  3.480  0.826
H  -1.392  1.731  -4.340
H  -2.057  -0.750  -4.298
H  -1.705  -4.275  -0.576
H  -1.073  -3.171  0.572
Cl  -5.091  1.876  -0.909
C  -4.868  0.806  0.482
Cl  -5.496  -0.806  0.170
Cl  -5.504  1.498  1.968
C  -3.406  0.668  0.655
N  -2.273  0.576  0.796

Forces on atoms 1 to 3 (eV/Å):
Ti -1.1 0.2 0.0
C 0.0 0.0 -0.1
C -0.1 0.0 0.2

=====

Below is C37H51N6O4RuSSi as an isolated structure, with properties calculated with ωB97M-V/def2-TZVPD.

Properties
**Max |F|**: 0.942 eV/A
**<S²>**: 6.0154
**E_HOMO (spin up / spin down)**: -10.409 / -10.408 eV
**Energy relative to the best compared isomer or geometry (same formula, charge and spin)**: 0.00 kcal/mol
**Net charge**: +1
**Energy**: -77612.1336 eV
**Kohn-Sham gap (spin up / spin down)**: 6.42 / 4.97 eV
**LUMO (spin up / spin down)**: -3.99 / -5.44 eV
**Multiplicity**: 5

Geometry (Å):
Ru  0.653  0.589  -0.234
O  -2.072  4.418  4.886
C  -1.066  3.698  4.995
O  -0.520  3.145  5.970
C  -0.390  3.332  3.634
C  -1.041  3.562  2.429
C  -0.514  3.033  1.268
N  0.579  2.250  1.282
C  1.277  2.122  2.422
C  0.835  2.681  3.606
C  2.486  1.262  2.361
C  3.477  1.334  3.334
C  4.569  0.487  3.244
C  4.640  -0.408  2.186
C  3.620  -0.407  1.254
N  2.564  0.405  1.333
C  -0.989  3.372  -0.098
C  -1.736  4.514  -0.340
C  -1.923  4.927  -1.651
C  -1.332  4.198  -2.669
C  -0.635  3.048  -2.339
N  -0.493  2.616  -1.088
H  -1.957  4.140  2.463
H  1.329  2.527  4.557
H  3.398  2.053  4.136
H  5.355  0.531  3.987
H  5.474  -1.085  2.069
H  3.651  -1.074  0.400
H  -2.114  5.099  0.487
H  -2.486  5.825  -1.865
H  -1.405  4.503  -3.703
H  -0.172  2.446  -3.107
C  -0.532  -3.680  3.297
C  0.633  -2.709  3.167
C  0.368  -1.302  3.686
S  -0.659  -0.202  2.700
O  -0.289  -0.482  1.211
C  -2.341  -0.855  2.862
C  -3.294  0.312  3.110
C  -3.111  0.930  4.489
H  -0.214  -4.689  3.033
H  -1.363  -3.424  2.639
H  -0.906  -3.713  4.323
H  0.969  -2.646  2.132
H  1.485  -3.082  3.739
H  1.299  -0.743  3.811
H  -0.144  -1.297  4.655
H  -2.350  -1.574  3.682
H  -2.539  -1.381  1.929
H  -4.310  -0.072  2.989
H  -3.155  1.065  2.326
H  -3.350  0.209  5.274
H  -3.753  1.801  4.620
H  -2.091  1.290  4.656
C  0.737  0.594  -4.418
C  0.614  -0.840  -3.881
C  -0.221  -1.638  -4.910
C  2.034  -1.437  -3.882
Si  -0.302  -1.039  -2.204
C  -2.191  -0.702  -2.275
C  -2.603  0.450  -3.203
C  -2.762  -0.387  -0.886
C  -2.897  -1.971  -2.799
C  0.138  -2.709  -1.348
C  -0.814  -3.110  -0.208
C  1.563  -2.640  -0.775
C  0.067  -3.868  -2.367
H  1.267  0.552  -5.374
H  1.315  1.239  -3.757
H  -0.234  1.049  -4.621
H  0.310  -1.590  -5.866
H  -1.211  -1.210  -5.073
H  -0.333  -2.694  -4.658
H  2.460  -1.287  -4.877
H  2.063  -2.506  -3.684
H  2.693  -0.946  -3.169
H  -2.346  1.422  -2.789
H  -3.692  0.429  -3.308
H  -2.184  0.377  -4.208
H  -2.296  0.491  -0.429
H  -2.667  -1.227  -0.199
H  -3.827  -0.153  -0.988
H  -2.627  -2.200  -3.832
H  -3.976  -1.787  -2.782
H  -2.712  -2.858  -2.195
H  -0.903  -2.347  0.559
H  -0.409  -4.012  0.264
H  -1.812  -3.368  -0.562
H  1.634  -1.897  0.028
H  2.321  -2.402  -1.523
H  1.821  -3.609  -0.334
H  -0.911  -3.940  -2.850
H  0.217  -4.801  -1.815
H  0.832  -3.831  -3.139
O  1.973  1.376  -1.470
N  3.076  0.620  -1.495
C  4.058  1.193  -2.088
C  3.956  2.497  -2.678
N  3.840  3.536  -3.153
C  5.282  0.451  -2.148
N  6.246  -0.173  -2.170

Forces on atoms 1 to 3 (eV/Å):
Ru 0.6 0.5 0.4
O 0.4 -0.3 -0.1
C -0.2 0.0 0.2

=====

Below is C37H54CsN7O3S3Si3 as an isolated structure in a non-equilibrium geometry, with properties calculated with ωB97M-V/def2-TZVPD.

Properties
**Max |F|**: 5.360 eV/A
**E_HOMO**: -1.090 eV
**Energy relative to the best compared isomer or geometry (same formula, charge and spin)**: 61.76 kcal/mol
**Net charge**: -2
**Energy**: -112506.4457 eV
**Kohn-Sham gap**: 3.81 eV
**LUMO**: 2.72 eV
**Multiplicity**: 1

Geometry (Å):
Cs  -0.017  -1.698  0.894
N  -0.411  -5.218  3.072
C  0.305  -5.600  2.012
C  1.587  -6.229  2.342
C  2.262  -6.676  1.203
C  1.781  -6.651  -0.093
C  0.553  -6.000  -0.288
N  -0.242  -5.578  0.809
C  -1.645  -4.594  3.093
C  -2.597  -5.084  3.988
C  -3.780  -4.400  4.129
C  -4.086  -3.340  3.240
C  -3.042  -2.988  2.323
N  -1.833  -3.532  2.347
H  -0.015  -5.579  3.899
H  1.927  -6.454  3.367
H  3.228  -7.084  1.394
H  2.166  -7.146  -0.997
H  0.119  -5.641  -1.284
H  -2.257  -5.855  4.753
H  -4.583  -4.804  4.747
H  -5.031  -2.718  3.230
H  -3.164  -2.288  1.463
C  2.236  1.107  0.608
O  2.155  0.045  -0.519
Si  2.629  0.327  -2.126
C  2.095  -1.340  -2.879
C  4.565  0.349  -2.189
C  1.898  1.756  -2.991
Si  0.160  1.515  -3.671
C  -0.877  3.119  -3.974
C  0.454  1.082  -5.516
C  -0.944  0.412  -2.666
Si  2.480  3.462  -3.269
C  2.216  4.171  -5.073
C  1.643  4.779  -2.198
C  4.475  3.797  -3.198
H  1.210  1.432  0.842
H  3.002  1.941  0.190
H  2.817  0.652  1.451
H  2.730  -2.190  -2.584
H  2.229  -1.354  -3.958
H  1.055  -1.576  -2.648
H  5.019  0.850  -3.054
H  5.038  -0.701  -2.190
H  4.864  0.907  -1.248
H  -0.807  3.489  -4.974
H  -0.569  3.954  -3.337
H  -1.912  2.918  -3.808
H  0.626  1.881  -6.194
H  -0.381  0.504  -5.886
H  1.341  0.500  -5.635
H  -1.810  0.992  -2.425
H  -0.377  0.237  -1.784
H  -1.178  -0.524  -3.105
H  2.459  3.362  -5.793
H  2.846  5.040  -5.455
H  1.164  4.328  -5.130
H  2.337  5.498  -1.900
H  1.235  4.285  -1.199
H  0.786  5.337  -2.732
H  4.429  4.851  -3.513
H  4.873  3.131  -3.957
H  4.935  3.651  -2.203
N  -2.498  -5.130  -3.976
C  -3.572  -4.874  -3.159
C  -3.570  -3.342  -2.794
C  -2.417  -2.903  -1.892
O  -2.775  -2.527  -0.707
O  -1.265  -2.925  -2.367
H  -1.650  -4.577  -3.899
H  -2.293  -6.120  -4.279
H  -3.431  -5.437  -2.277
H  -4.529  -5.206  -3.688
H  -4.480  -3.092  -2.179
H  -3.576  -2.687  -3.656
C  0.392  -3.298  7.148
C  0.707  -2.356  6.024
C  1.966  -2.139  5.486
C  2.073  -1.540  4.219
N  1.063  -0.847  3.683
C  -0.124  -0.845  4.255
C  -0.365  -1.657  5.417
H  0.218  -4.290  6.681
H  -0.531  -2.957  7.709
H  1.232  -3.434  7.877
H  2.854  -2.436  6.043
H  2.967  -1.474  3.541
H  -0.955  -0.261  3.801
H  -1.344  -1.824  5.808
S  -4.842  5.796  2.110
C  -3.479  4.917  1.845
S  -3.473  3.164  2.083
C  -1.834  3.021  1.678
N  -1.285  4.175  1.308
N  -2.165  5.292  1.500
C  -1.718  6.593  1.286
C  -0.340  6.680  0.992
C  0.319  7.874  1.297
C  -0.315  8.901  1.906
C  -1.733  8.841  2.131
C  -2.416  7.724  1.659
S  -1.155  1.438  1.544
H  0.099  5.790  0.639
H  1.379  7.978  1.082
H  0.231  9.860  2.186
H  -2.224  9.713  2.556
H  -3.515  7.598  1.622

Forces on atoms 1 to 3 (eV/Å):
Cs 0.0 0.2 -1.2
N -0.2 0.7 0.7
C 1.7 -2.2 -0.8